--- one ---
The following is a quantum chemistry calculation of 2 unconnected molecules or ions with the total composition H4OS2, from the OMol25 dataset.

Element x y z (Å)
O (-0.433, 1.846, -1.552)
H (-1.021, 2.242, -2.234)
H (-0.377, 2.529, -0.846)
S (-0.557, -2.291, 1.134)
S (0.999, -1.280, 2.110)
H (-0.582, -1.386, 0.133)
H (1.973, -1.660, 1.256)

As for the SMILES: SS.O. The frontier orbital gap comes out at 9.655 eV. The HOMO energy is -9.28 eV. The net charge is 0.


--- two ---
The following is a quantum chemistry calculation of 2 unconnected molecules or ions with the total composition H4OS2, from the OMol25 dataset.

Element x y z (Å)
O (1.127, -1.504, -1.288)
H (0.758, -1.805, -0.427)
H (1.546, -0.637, -1.089)
S (-0.575, -0.056, 0.846)
S (-0.942, 1.924, 1.202)
H (0.340, 0.156, -0.124)
H (-2.253, 1.922, 0.881)

As for the SMILES: SS.O. The frontier orbital gap comes out at 9.521 eV. The HOMO energy is -9.32 eV. The net charge is 0.


Which of the structures shown above is the most stable? The most stable is one.